(1)
Below is C25H23Cl5N3SV as an isolated structure, with properties calculated with ωB97M-V with the def2-TZVPD basis set.

The HOMO-LUMO gap (spin up / spin down) comes out at 7.05 / 6.21 eV. The calculation puts the total energy at -4773.66163 Eh. The expectation value of S² is 0.83. The LUMO energy (spin up / spin down) comes out at -3.0 / -3.1 eV. The value obtained for the highest occupied orbital energy (spin up / spin down) is -10.09 / -9.28 eV. The net charge is +1. Its energy above the lowest of the compared OMol25 structures with the same formula, charge and spin is 145.6 kJ/mol. As for the molar mass: 625.76 g/mol. As for the spin multiplicity: 2. As for the largest force on an atom: 0.018 hartree/bohr.

XYZ file:
```
58
C25H23Cl5N3SV ωB97M-V with the def2-TZVPD basis set
V 1.246 0.212 -0.053
C -0.359 -0.157 4.362
C -1.471 0.597 3.642
C -2.649 -0.323 3.331
C -0.987 1.351 2.411
C 0.354 1.683 2.224
C 0.750 2.496 1.147
C -0.177 3.004 0.234
C 0.226 3.991 -0.823
C -1.505 2.618 0.387
C -1.890 1.816 1.450
H -0.774 -0.709 5.206
H 0.403 0.510 4.764
H 0.132 -0.878 3.704
H -1.836 1.364 4.336
H -2.394 -1.013 2.525
H -3.544 0.219 3.032
H -2.911 -0.910 4.212
H 1.100 1.374 2.942
H 1.776 2.849 1.102
H 0.003 5.007 -0.490
H -0.318 3.826 -1.754
H 1.295 3.952 -1.037
H -2.254 2.977 -0.309
H -2.939 1.572 1.551
C -2.011 -3.717 1.198
N -2.153 -2.711 0.145
C -3.221 -2.607 -0.718
C -2.949 -1.625 -1.585
N -1.683 -1.111 -1.255
C -1.216 -1.787 -0.155
S 0.215 -1.666 0.767
C -1.008 -0.184 -2.094
C -1.516 0.085 -3.380
C -0.827 0.925 -4.203
C 0.375 1.505 -3.753
C 0.799 1.189 -2.506
N 0.117 0.352 -1.663
H -2.959 -4.241 1.277
H -1.775 -3.235 2.142
H -1.218 -4.413 0.933
H -4.088 -3.236 -0.628
H -3.549 -1.229 -2.377
H -2.413 -0.391 -3.736
H -1.197 1.124 -5.199
H 0.958 2.171 -4.371
H 1.732 1.592 -2.119
Cl 3.557 0.524 1.243
C 3.931 -0.438 -0.236
C 2.805 -0.774 -0.956
C 3.064 -1.576 -2.056
Cl 1.727 -2.128 -3.053
C 4.349 -2.005 -2.390
Cl 4.623 -3.033 -3.739
C 5.450 -1.603 -1.617
Cl 7.037 -2.115 -2.013
C 5.242 -0.792 -0.505
Cl 6.526 -0.277 0.505
```

(2)
Below is C25H23ClInO2P as an isolated structure in a non-equilibrium geometry, with properties calculated with ωB97M-V with the def2-TZVPD basis set.

The HOMO-LUMO gap comes out at 7.73 eV. The calculation puts the total energy at -2108.52148 Eh. The LUMO energy comes out at -0.6 eV. The value obtained for the highest occupied orbital energy is -8.36 eV. The net charge is 0. As for the molar mass: 536.70 g/mol. As for the largest force on an atom: 0.151 hartree/bohr.

XYZ file:
```
53
C25H23ClInO2P ωB97M-V with the def2-TZVPD basis set
C -1.727 -0.962 3.988
C -0.523 -0.376 3.511
C -0.816 0.979 3.127
H 0.430 -0.864 3.409
C -2.180 1.231 3.425
C -2.764 0.028 3.896
H -3.800 -0.118 4.148
H -1.859 -1.980 4.310
H -0.121 1.679 2.699
H -2.717 2.128 3.175
In -1.967 -0.396 1.938
Cl -3.100 0.708 0.297
P 0.622 0.268 -0.806
C 1.440 1.909 -0.962
C 2.817 2.087 -1.069
H 3.472 1.228 -1.059
C 3.354 3.361 -1.189
H 4.426 3.485 -1.268
C 2.523 4.472 -1.214
H 2.944 5.464 -1.310
C 1.148 4.304 -1.109
H 0.493 5.165 -1.121
C 0.612 3.033 -0.974
H -0.460 2.908 -0.877
C 2.065 -0.838 -0.530
C 2.524 -0.971 0.782
H 2.018 -0.442 1.580
C 3.618 -1.771 1.070
H 3.965 -1.860 2.092
C 4.259 -2.467 0.054
H 5.108 -3.099 0.279
C 3.802 -2.352 -1.251
H 4.296 -2.893 -2.048
C 2.715 -1.540 -1.543
H 2.371 -1.449 -2.564
C 0.203 -0.103 -2.558
C 0.669 0.635 -3.644
H 1.316 1.484 -3.478
C 0.308 0.285 -4.938
H 0.675 0.868 -5.773
C -0.514 -0.810 -5.164
H -0.793 -1.081 -6.174
C -0.983 -1.551 -4.088
H -1.630 -2.402 -4.255
C -0.635 -1.194 -2.795
H -1.016 -1.766 -1.957
C -5.580 -1.972 3.693
C -4.800 -2.158 2.430
O -5.194 -3.042 1.544
O -3.691 -1.477 2.224
H -6.457 -2.651 3.719
H -5.939 -0.924 3.763
H -4.931 -2.200 4.567
```

(3)
Below is C25H23F12N3O5PdS as an isolated structure, with properties calculated with ωB97M-V with the def2-TZVPD basis set.

The HOMO-LUMO gap (spin up / spin down) comes out at 8.65 / 6.93 eV. The calculation puts the total energy at -3231.32867 Eh. The expectation value of S² is 6.06. The LUMO energy (spin up / spin down) comes out at 0.2 / -2.2 eV. The value obtained for the highest occupied orbital energy (spin up / spin down) is -8.47 / -9.15 eV. The net charge is 0. Its energy above the lowest of the compared OMol25 structures with the same formula, charge and spin is 34.8 kJ/mol. As for the molar mass: 811.94 g/mol. As for the spin multiplicity: 5. As for the largest force on an atom: 0.013 hartree/bohr.

XYZ file:
```
70
C25H23F12N3O5PdS ωB97M-V with the def2-TZVPD basis set
Pd -1.181 0.220 -1.001
C 5.243 0.626 -2.003
C 3.939 0.285 -1.338
C 3.621 0.772 -0.074
C 2.409 0.456 0.514
C 1.491 -0.348 -0.155
N 0.224 -0.574 0.436
C 0.075 -1.372 1.498
C 1.208 -2.067 2.013
C 1.129 -2.844 3.136
C -0.085 -2.976 3.810
C -0.206 -3.828 5.037
C -1.210 -2.337 3.286
C -1.192 -1.566 2.139
C -2.530 -0.970 1.644
O -2.588 -0.411 0.410
C -2.961 0.127 2.664
F -3.151 -0.328 3.918
F -4.097 0.716 2.287
F -2.007 1.065 2.731
C -3.598 -2.116 1.574
F -3.095 -3.150 0.886
F -4.017 -2.590 2.762
F -4.694 -1.702 0.929
C 1.778 -0.841 -1.432
C 3.012 -0.520 -1.989
C 0.755 -1.728 -2.164
O -0.476 -1.735 -1.588
C 1.272 -3.193 -2.107
F 0.469 -4.025 -2.774
F 2.512 -3.347 -2.602
F 1.312 -3.594 -0.828
C 0.600 -1.257 -3.638
F 0.463 0.077 -3.679
F -0.498 -1.782 -4.193
F 1.637 -1.583 -4.430
H 5.968 1.000 -1.282
H 5.671 -0.246 -2.497
H 5.101 1.395 -2.765
H 4.328 1.396 0.458
H 2.156 0.822 1.501
H 2.146 -1.983 1.484
H 2.009 -3.360 3.498
H 0.737 -3.876 5.581
H -0.975 -3.447 5.707
H -0.484 -4.849 4.766
H -2.141 -2.473 3.813
H 3.263 -0.911 -2.965
N -2.889 -0.628 -2.141
N -3.146 0.040 -3.341
C -2.398 1.237 -3.515
O -2.454 1.831 -4.564
O -1.752 1.613 -2.449
H -2.669 -1.614 -2.242
H -3.573 -0.459 -1.405
H -3.143 -0.550 -4.161
O -1.227 2.197 0.166
S -0.081 2.961 -0.504
C -0.799 4.493 -1.146
C -0.128 5.655 -0.417
C 0.132 5.164 1.005
C 0.789 3.797 0.841
H -1.855 4.387 -0.890
H -0.703 4.492 -2.228
H -0.755 6.545 -0.447
H 0.818 5.906 -0.903
H -0.813 5.051 1.540
H 0.761 5.846 1.576
H 0.703 3.134 1.700
H 1.836 3.872 0.544
```

(4)
Below is C25H23F6MnN4O5S2 as an isolated structure in a non-equilibrium geometry, with properties calculated with ωB97M-V with the def2-TZVPD basis set.

The HOMO-LUMO gap (spin up / spin down) comes out at 6.42 / 5.86 eV. The calculation puts the total energy at -4108.45499 Eh. The expectation value of S² is 0.84. The LUMO energy (spin up / spin down) comes out at 2.3 / 2.3 eV. The value obtained for the highest occupied orbital energy (spin up / spin down) is -4.12 / -3.56 eV. The net charge is -1. As for the molar mass: 692.54 g/mol. As for the spin multiplicity: 2. As for the largest force on an atom: 0.023 hartree/bohr.

XYZ file:
```
66
C25H23F6MnN4O5S2 ωB97M-V with the def2-TZVPD basis set
Mn -0.698 0.112 -1.332
O -0.332 -0.005 0.921
C 1.007 0.196 1.417
C 1.919 0.306 0.139
O 3.124 0.449 0.347
O 1.319 0.270 -0.965
C 1.075 1.513 2.206
C 0.492 1.561 3.471
C 0.453 2.741 4.197
C 1.027 3.893 3.675
C 1.635 3.847 2.429
C 1.651 2.669 1.693
C 1.463 -0.910 2.359
C 0.653 -1.962 2.764
C 1.111 -2.915 3.669
C 2.391 -2.827 4.184
C 3.209 -1.775 3.790
C 2.751 -0.826 2.893
H -0.885 -0.520 1.517
H 0.068 0.657 3.895
H -0.009 2.755 5.177
H 1.013 4.815 4.243
H 2.093 4.736 2.017
H 2.133 2.644 0.725
H -0.346 -2.091 2.377
H 0.459 -3.731 3.955
H 2.752 -3.571 4.884
H 4.216 -1.695 4.181
H 3.391 -0.018 2.569
N -0.081 -1.289 -4.410
C 0.013 0.046 -4.374
N -0.295 0.740 -3.312
C -0.116 2.083 -3.525
C 0.316 2.445 -4.754
S 0.527 1.023 -5.721
C -0.466 2.928 -2.393
C -0.428 4.276 -2.294
S -1.120 4.755 -0.785
C -1.377 3.088 -0.386
N -0.949 2.252 -1.289
N -2.089 2.691 0.699
H -0.218 -1.712 -3.473
H 0.387 -1.796 -5.138
H 0.511 3.432 -5.135
H -0.075 4.993 -3.014
H -1.960 3.226 1.546
H -2.052 1.684 0.814
C -1.775 -2.992 -0.292
C -0.782 -3.001 -1.451
O -0.533 -1.781 -1.985
C 0.550 -3.629 -0.971
F 0.391 -4.851 -0.411
F 1.114 -2.859 -0.037
F 1.446 -3.777 -1.955
C -1.397 -3.873 -2.574
F -0.630 -3.930 -3.676
F -1.629 -5.152 -2.210
F -2.575 -3.372 -2.961
H -1.291 -2.517 0.549
H -2.095 -3.993 -0.003
H -2.618 -2.366 -0.584
C -3.580 0.592 -1.591
O -2.553 0.029 -0.866
H -4.527 0.041 -1.456
H -3.384 0.606 -2.678
H -3.792 1.643 -1.304
```

- Which of these has the lowest molar mass?
  C25H23ClInO2P

- Which value of molar mass does entry 4 give?
  692.54 g/mol

- Which of these has the lowest molar mass?
  C25H23ClInO2P